Record 1
Computed, not measured: a structure of composition C21H26FN5O3S, with ωB97M-V/def2-TZVPD.

Structure (XYZ):
```
57
Properties=species:S:1:pos:R:3:forces:R:3
N -0.02819 2.21870 -0.42374 0.1 0.2 -0.1
O -5.28646 -1.57160 -1.77295 0.1 -0.1 -0.1
H 0.56484 -1.69559 -1.02698 0.0 0.1 -0.1
N -4.51557 1.16086 0.35384 -0.4 -0.1 0.0
H 1.50153 -1.25348 2.99987 0.0 0.0 0.1
H -0.93911 -1.26633 2.46710 0.1 0.0 -0.2
H 0.84465 -2.87969 2.79943 0.0 -0.1 0.1
C 4.60695 1.29547 -0.39525 0.1 -0.2 0.0
H 0.64887 0.06397 0.37937 0.0 0.2 0.0
C 1.55638 -3.20678 0.14594 0.1 0.3 -0.2
F 5.53089 -0.79543 -0.95974 -0.1 0.1 0.0
C -0.20693 2.37150 1.01036 -0.3 -0.1 0.4
N -2.67466 -0.68229 -2.10416 0.1 -0.3 -0.5
H 3.26863 -1.29699 -2.11534 0.0 -0.1 0.0
H 2.30458 -3.41030 -0.62241 0.0 -0.1 0.0
C 1.02900 2.86808 1.75855 -0.1 0.1 -0.1
H 0.79334 2.86904 2.82060 0.0 0.0 0.0
H -1.89699 -0.42397 -2.69299 -0.1 0.0 0.0
H 1.29348 3.88283 1.47351 0.1 0.1 0.0
C 2.34121 1.79482 -1.05291 0.0 0.1 0.0
H 2.45665 -1.33405 0.71556 0.1 0.0 0.0
C 1.09591 -1.95826 2.27128 0.0 0.2 -0.1
C -2.26350 1.24052 -0.64211 -0.9 0.0 0.2
H 0.86460 2.85180 -2.15366 0.1 0.1 0.2
H 3.01476 -2.71300 1.65581 0.1 0.1 0.0
H 1.34991 0.28380 -2.18929 -0.1 0.0 0.0
C -5.41149 -0.72905 -0.89728 -0.5 -0.1 0.2
C -4.33313 0.21435 -0.54450 0.6 0.4 0.0
H 1.87781 2.20965 1.59369 0.0 0.0 0.0
C -0.95718 1.58323 -1.19343 0.2 0.1 -0.2
C -3.05559 0.22168 -1.18253 0.3 0.4 0.5
O -0.70058 1.27774 -2.35763 0.0 -0.1 -0.1
H -1.02239 3.08099 1.21161 0.2 -0.2 0.1
H -6.57271 0.15172 0.52565 0.0 0.0 0.0
O -1.34500 1.00100 2.62716 0.0 0.1 0.4
H -1.06493 -3.23095 1.04781 0.0 -0.1 0.0
C 1.15569 2.72709 -1.10507 0.1 0.1 -0.4
H -1.61740 -1.83555 0.11997 -0.1 0.0 0.0
C 0.30417 -2.60766 -0.48714 -0.1 -0.3 0.2
H 3.62096 3.13765 0.02276 0.0 0.1 0.1
H -3.41688 -1.26955 -2.46448 0.1 0.0 0.0
C 2.13421 -2.26143 1.19470 -0.1 -0.3 0.2
C 3.32377 -0.33101 -1.63921 0.3 0.0 0.1
N -6.53689 -0.56721 -0.17643 -0.2 0.0 0.1
C -0.58842 1.03369 1.67867 0.1 0.3 -0.1
C 2.25621 0.54759 -1.66498 0.1 0.0 0.0
N 0.03002 -0.04070 1.16896 0.3 -0.4 -0.3
C 3.52813 2.16169 -0.43047 -0.1 -0.1 -0.2
S -3.21220 2.08254 0.54507 0.0 -0.3 -0.6
H -7.33203 -1.15778 -0.34962 0.1 0.0 0.0
C -0.74300 -2.29912 0.57952 0.0 0.2 -0.1
H -0.11753 -3.30613 -1.21203 0.0 0.1 -0.1
C 4.48566 0.05588 -0.99561 -0.1 0.1 0.0
C -0.19165 -1.38156 1.67421 -0.2 -0.3 0.4
H 1.41459 3.70320 -0.69404 0.0 0.0 0.0
H 1.30036 -4.15664 0.62069 0.0 -0.1 0.0
H 5.53267 1.57106 0.08429 0.1 0.0 0.0
```
Positions in Å, forces in eV/Å.

Its total energy is -49347.4629 eV. The HOMO energy is -8.3 eV.

---

Record 2
Computed, not measured: the ion C3H9N3 with charge +1 in a non-equilibrium geometry, with ωB97M-V/def2-TZVPD.

Structure (XYZ):
```
15
Properties=species:S:1:pos:R:3:forces:R:3
H -1.41316 2.27103 -0.06616 0.2 0.2 -0.2
H 1.94380 0.69797 0.76275 0.2 -0.1 -0.5
H -1.88583 2.13283 -1.70292 -0.3 -0.4 -0.1
N -1.58228 1.67268 -0.86022 0.1 0.0 1.0
H 1.78492 -1.74579 0.50814 0.2 -0.2 0.5
N 0.45549 0.31551 -0.68309 -1.7 -1.5 0.6
N -1.62565 -0.65577 -1.01937 0.2 -0.4 -0.3
H 0.68218 -0.50213 -1.25039 0.9 0.2 -0.2
C -1.03410 0.43001 -0.84390 0.8 1.5 -0.9
H 0.10168 -1.72447 1.08727 0.1 0.1 -0.3
H 1.27692 -1.27582 2.22775 0.7 0.1 -0.1
H -1.09542 -1.48813 -1.28043 -0.2 -0.1 0.1
H 0.34975 0.88312 1.28033 -0.3 -0.3 0.3
C 0.96337 0.21716 0.68030 0.4 0.8 0.4
C 1.07832 -1.22819 1.15994 -1.1 0.0 -0.3
```
Positions in Å, forces in eV/Å.

Its total energy is -7717.7756 eV. As for the total charge: +1. As for the multiplicity: 2. As for the expectation value of S²: 0.7647. The HOMO energy (alpha / beta) is -15.3 / -15.2 eV.

---

Record 3
Computed, not measured: a structure of composition C31H27N9O4PtS in a non-equilibrium geometry, with ωB97M-V/def2-TZVPD.

Structure (XYZ):
```
73
Properties=species:S:1:pos:R:3:forces:R:3
H -3.55314 2.07126 5.42413 0.0 0.0 0.0
C 2.38294 -2.88496 -2.11683 0.0 0.1 0.0
H -5.02127 1.42458 3.69325 0.0 0.0 0.0
N 1.86576 -4.09481 -1.97145 0.0 -0.1 0.0
C -1.45744 2.47944 1.12275 0.0 0.1 -0.2
N 1.46269 1.70076 1.59271 -0.3 0.1 -0.7
H 2.94690 -2.70359 -3.02351 0.0 0.0 0.0
H -2.90935 0.43649 5.28655 0.0 0.0 0.0
C -2.92401 3.01925 3.04416 0.1 -0.1 -0.1
C 1.08355 2.35401 2.68621 0.0 -0.2 0.3
H -4.10026 -1.89452 -0.60503 0.0 0.0 0.0
N 2.25349 0.36337 -0.47380 0.0 -0.4 -0.3
H -1.19845 2.98771 5.18766 0.0 0.0 0.0
C -4.28734 -0.95779 -2.51985 0.0 -0.1 0.2
C 1.15433 -4.31340 -0.87272 0.0 0.0 0.0
C 0.92002 -3.30436 0.04932 0.1 0.0 0.2
H -2.35761 4.25790 1.50217 0.0 0.0 0.0
C -4.26771 0.94252 3.06839 0.0 0.0 0.0
H 3.17696 4.24530 0.24362 0.0 0.0 0.0
C -2.74885 1.47405 4.99447 0.0 0.0 0.0
H 7.36399 0.57388 -5.59127 0.0 0.0 0.0
C 3.99273 1.88346 -1.03662 -0.1 0.1 -0.1
C 7.16668 1.01728 -4.62233 0.0 0.0 0.1
H -5.56377 0.51912 1.39968 0.0 0.0 0.0
H 0.31742 -3.48354 0.93118 0.0 0.0 0.0
N 8.07976 1.86680 -4.16350 0.0 0.0 0.0
H -1.38973 1.96218 6.59882 0.0 0.0 0.0
C 2.84954 1.53555 -0.33469 0.0 0.1 0.0
N -1.61715 -0.26245 -2.18530 0.2 0.1 -0.2
C -4.64803 1.07567 1.59881 0.0 0.0 0.0
C 6.00883 0.69281 -3.93113 0.0 0.0 -0.1
Pt 0.10142 0.09679 0.67756 1.2 0.7 1.2
C -2.30575 0.14049 -3.30242 0.0 0.1 -0.1
C 2.27901 2.35176 0.74681 -0.2 0.1 0.2
C 7.85387 2.42874 -2.98046 -0.1 0.0 0.0
C -2.27488 -0.95161 -1.18660 0.1 -0.1 0.2
O -0.37633 -0.02637 -2.12044 -0.1 0.0 0.1
C -1.82362 0.73066 2.78496 -0.1 0.1 0.0
N -1.22028 1.23008 1.64853 -0.4 -0.6 -0.2
H -1.69718 0.70374 -3.99207 0.0 0.0 0.0
H 8.61170 3.11399 -2.61926 0.0 0.0 0.0
C 2.80544 -0.54594 -1.26407 0.2 0.2 -0.1
C 3.94722 -0.28533 -2.00681 0.0 0.0 0.0
S -1.50443 -1.34761 0.27410 -0.2 0.2 -0.2
C -1.40234 1.96266 5.50955 0.0 0.0 0.1
C 6.72512 2.17423 -2.21568 0.1 0.0 0.1
H -4.22506 -0.10861 3.35862 0.0 0.0 0.0
O -3.51140 3.87738 3.65089 -0.1 0.0 0.0
N -2.27517 3.31455 1.85711 0.0 0.1 0.0
C -2.89900 1.56242 3.47164 -0.1 0.0 -0.1
N 2.17587 4.35117 2.03359 0.0 0.0 0.0
O -0.93681 2.85959 0.09259 0.0 0.0 0.1
C -3.61176 -0.18873 -3.48271 0.1 0.1 -0.1
H 6.62500 2.64860 -1.24824 0.0 0.0 0.0
H 0.47206 1.81973 3.39854 0.0 0.0 -0.1
C 1.46006 3.66789 2.91674 0.1 0.0 0.0
H -3.87096 0.68158 0.93795 0.0 0.0 0.0
H -5.32186 -1.23177 -2.66765 0.0 0.0 0.0
H -4.11362 0.14120 -4.38092 0.0 0.0 0.0
H 0.74831 -5.30615 -0.72578 0.0 0.0 0.0
O -1.53830 -0.37172 3.20202 0.0 -0.1 0.0
N 1.43032 -2.08712 -0.10219 -0.1 -0.1 -0.2
C 2.19103 -1.87712 -1.17432 -0.2 -0.4 -0.1
H 4.44572 2.85327 -0.89367 0.0 0.0 0.0
H 5.29534 0.01447 -4.38078 0.0 0.0 0.0
H 1.15426 4.17581 3.82251 0.0 0.0 0.0
C 2.58993 3.68925 0.96320 0.1 0.0 0.1
H 4.40210 -1.06771 -2.59675 0.0 0.0 0.0
C -3.61686 -1.33117 -1.39177 -0.2 0.0 -0.1
C 5.77242 1.28219 -2.69456 0.1 0.0 0.0
H -4.83079 2.11432 1.31926 0.0 0.0 0.0
C 4.55175 0.96608 -1.92084 -0.1 0.0 0.1
H -0.59197 1.30832 5.18115 0.0 0.0 0.0
```
Positions in Å, forces in eV/Å.

Its total energy is -68262.0198 eV. As for the total charge: +1. As for the multiplicity: 2. As for the expectation value of S²: 0.8136. The HOMO energy (alpha / beta) is -11.8 / -11.6 eV.

---

Record 4
Computed, not measured: a cluster of 3 separate species, C4H9NO2 in total in a non-equilibrium geometry, with ωB97M-V/def2-TZVPD.

Structure (XYZ):
```
16
Properties=species:S:1:pos:R:3:forces:R:3
C 1.51593 1.66232 0.30119 -0.3 -0.1 -0.4
H -2.19927 -0.65477 -2.64223 -0.2 -0.4 0.1
H 2.22992 -1.18241 -1.18124 0.2 0.0 0.3
N 0.58680 -0.31706 -0.18023 -0.9 -0.3 -0.2
O -2.81152 -0.86685 -1.92047 0.5 0.7 -0.3
H 3.43262 1.24948 -0.59337 0.6 -0.3 0.3
C 1.87436 -0.34954 -0.58617 0.3 -0.2 -0.3
H -1.71355 -0.74677 1.99261 -0.1 0.0 -0.1
O -1.93709 -1.28308 2.75395 0.1 0.0 0.1
H 1.58570 2.68872 0.60277 0.0 0.2 0.1
C 0.28847 0.91128 0.28944 1.1 0.2 1.4
H -0.04860 -1.10610 -0.24045 -0.1 0.2 -0.1
C 2.49484 0.87874 -0.23677 -0.6 0.5 -0.6
H -1.26118 -1.96616 2.81577 -0.1 0.0 0.0
H -0.59252 1.22292 0.83132 -0.4 -0.4 -0.5
H -3.44490 -0.14074 -2.00612 -0.2 -0.3 0.2
```
Positions in Å, forces in eV/Å.

Its total energy is -9870.2323 eV. As for the total charge: +1. As for the multiplicity: 2. As for the expectation value of S²: 0.7631. The HOMO energy (alpha / beta) is -14.7 / -14.7 eV.

---

Record 5
Computed, not measured: a cluster of 13 separate species, H26O13 in total in a non-equilibrium geometry, with ωB97M-V/def2-TZVPD.

Structure (XYZ):
```
39
Properties=species:S:1:pos:R:3:forces:R:3
H -3.10390 -2.10806 -0.37708 0.4 0.4 0.3
H 0.23618 3.48768 1.88506 -0.2 -0.5 -0.4
H 2.12494 1.56558 0.87422 0.0 0.2 0.2
H 3.29705 -1.99418 0.99272 0.1 -0.1 0.2
O 0.25502 3.38317 2.83230 0.5 0.6 0.8
O 0.12479 -0.67361 -1.18728 0.7 -0.2 -0.6
H -0.55798 -0.02606 -1.41888 -0.1 -0.1 0.4
O -1.89711 1.24911 -1.64499 -0.3 0.6 0.6
H -2.27023 1.84449 -2.30660 0.0 -0.5 -0.4
O -0.18977 1.65729 -3.67557 0.0 0.3 -1.0
H -0.92990 -1.98167 3.51494 0.0 0.4 0.9
H -0.08424 2.53762 3.12506 -0.2 -0.1 -0.5
H -4.32269 0.01786 1.52834 -0.6 0.9 0.1
O 3.32237 -2.23799 0.06232 -0.2 -0.6 0.5
O -3.50057 -2.80744 0.13571 -1.3 -1.0 -1.9
O 0.22499 -2.96236 0.70641 -0.6 0.6 1.2
O -0.15453 -2.55538 3.56497 -0.8 0.3 -0.9
H 0.50916 -0.46852 -4.50569 -0.5 -0.5 -0.7
O 1.65304 1.73103 0.05215 0.3 0.1 0.3
H -0.04267 0.76385 -3.34639 -0.2 0.3 0.5
H 1.83202 3.63684 -1.07035 0.5 -0.6 0.2
H -0.31417 -2.91499 2.67366 1.1 -0.4 -0.1
H 0.99917 -1.01922 -3.27224 -0.3 -0.8 0.5
O 1.92016 -0.30747 2.12752 0.0 -0.2 0.2
O 0.29576 -1.20816 -3.91287 0.9 1.1 -0.2
H -1.32178 1.86703 -1.17783 0.1 -0.1 0.3
H 0.41339 -0.57979 -0.27970 -0.5 0.2 0.4
H -0.21616 -3.77156 0.45457 0.4 -0.2 -0.7
H 1.87424 0.93467 -0.44031 -0.3 0.0 -0.5
H 1.59083 0.45060 2.62037 0.0 0.0 0.1
H -2.84231 0.30106 2.09305 -0.5 0.7 0.0
H 1.70489 -1.05750 2.70330 -0.2 -0.1 -0.1
H 1.07124 -2.81105 0.28461 0.2 -0.6 -0.5
H 3.12048 -1.41021 -0.34606 -0.1 0.8 -0.7
H -3.18076 -2.82861 1.00692 0.8 0.6 1.5
O 1.21124 3.91396 -1.74061 -0.6 0.4 -0.1
H 0.54986 4.36453 -1.20302 -0.1 0.2 -0.3
H 0.05619 2.32997 -3.03462 0.5 -0.3 0.2
O -3.45823 -0.31250 1.70185 1.2 -1.6 0.0
```
Positions in Å, forces in eV/Å.

Its total energy is -27039.1296 eV. The HOMO energy is -11.0 eV.

---

Record 6
Computed, not measured: the molecule C7H14BrN, with ωB97M-V/def2-TZVPD.

Structure (XYZ):
```
23
Properties=species:S:1:pos:R:3:forces:R:3
C 0.52680 -1.26701 -0.35306 -0.3 -0.3 0.5
H -0.25106 2.56532 0.50439 -0.1 0.1 -0.1
H -1.91553 -1.70081 -1.10643 0.0 0.1 0.1
C 1.27879 1.01066 0.55526 -0.2 0.2 0.0
H 0.33525 -1.76030 -1.30767 0.1 -0.1 0.0
H -0.95820 1.03230 -1.54114 0.0 0.1 -0.2
C -0.60939 -1.65454 0.64589 0.1 0.0 -0.2
C 0.26309 1.94647 1.23400 0.2 -0.2 0.0
H -2.26839 -2.93547 0.11456 -0.1 0.1 0.0
C 0.11455 0.85651 -1.70489 -0.3 0.1 0.0
H 1.44764 -1.67752 0.07016 0.1 -0.1 -0.1
H 0.19825 0.24116 -2.60103 0.0 0.0 -0.1
C 0.68945 0.18428 -0.52763 0.2 0.0 -0.1
H 2.06379 1.64070 0.12064 0.1 0.0 0.1
C -1.99411 -1.88478 -0.02607 0.7 -0.3 -0.6
H -0.48546 1.37581 1.77724 -0.1 0.0 0.1
Br -3.32162 0.50892 -0.08818 0.0 0.3 -0.2
N -3.01690 -1.13958 0.61264 -0.6 -0.1 0.8
H 0.58230 1.82347 -1.87954 0.0 0.1 -0.1
H 0.78090 2.59334 1.93764 0.0 0.1 0.1
H -0.71303 -0.86925 1.39421 0.0 0.0 0.1
H 1.73439 0.37829 1.31678 0.1 -0.1 0.0
H -0.31443 -2.56361 1.17202 -0.1 0.0 0.0
```
Positions in Å, forces in eV/Å.

Its total energy is -79014.8680 eV. The HOMO energy (alpha / beta) is -9.2 / -6.9 eV.

---

Record 7
Computed, not measured: the ion C7H13N4O with charge +1 in a non-equilibrium geometry, with ωB97M-V/def2-TZVPD.

Structure (XYZ):
```
25
Properties=species:S:1:pos:R:3:forces:R:3
C -1.32563 -1.18420 -0.13779 -0.1 -0.7 0.0
H 0.68976 2.49927 -0.17679 -0.1 -0.1 0.0
H -3.93949 0.90154 0.17410 0.0 0.1 0.0
C -1.77748 1.18826 0.05678 -0.3 0.4 0.0
N 1.14945 1.60631 -0.09746 -0.5 -0.4 0.0
H -1.92004 1.68298 -0.91041 0.0 0.0 0.1
C -3.01973 0.39471 0.45158 0.0 0.0 -0.1
C -2.82202 -0.92378 -0.29183 0.0 0.1 0.1
N 4.00211 -0.54269 0.01408 0.3 -0.3 -0.1
H 4.00710 -1.44227 0.47067 0.1 0.1 0.1
H 3.18482 2.31010 -0.07873 0.1 0.2 0.0
H 1.70541 -2.37892 -0.60599 -0.1 0.4 -0.1
H -1.10431 -1.73853 0.77823 0.0 0.0 -0.1
N 1.63154 -0.55654 0.00556 -2.7 2.5 -0.6
H 4.83992 0.00176 0.14577 -0.1 -0.1 0.0
C 2.82894 0.13792 0.03249 -0.1 0.7 -0.1
C 0.53372 0.42971 -0.05823 2.3 -2.4 0.1
H -1.49696 1.93268 0.80464 0.0 0.0 0.0
O 1.49050 -1.89727 0.21319 0.1 0.0 0.3
N -0.75328 0.15554 -0.05383 0.3 0.2 0.0
H -0.91353 -1.72622 -0.99010 0.0 0.0 0.1
H -3.02660 0.22163 1.52699 0.0 0.0 0.1
H -3.42194 -1.72954 0.12215 0.0 -0.1 0.0
C 2.53632 1.46331 -0.05070 0.7 -0.6 0.2
H -3.07858 -0.80576 -1.34438 0.0 0.0 0.0
```
Positions in Å, forces in eV/Å.

Its total energy is -15470.3475 eV. As for the total charge: +1. As for the structure (SMILES): Nc1c[nH]c(=[N+]2CCCC2)n1O. The HOMO energy is -11.5 eV.